Entry 1:
{
  "formula": "C33H32IrN5O3",
  "method": "ωB97M-V/def2-TZVPD",
  "relative_energy_ev": 0.000,
  "s_squared": 0.7662,
  "spin_multiplicity": 2,
  "homo_energy_ev": [-16.6294, -16.7231],
  "orbital_gap_ev": [7.0, 6.3],
  "lumo_energy_ev": [-9.649, -10.418],
  "charge": 3,
  "symbols": ["Ir", "C", "C", "C", "C", "C", "C", "C", "C", "C", "H", "H", "H", "H", "H", "H", "H", "H", "H", "H", "H", "H", "O", "C", "O", "C", "C", "C", "C", "C", "C", "C", "C", "C", "N", "H", "H", "H", "H", "H", "H", "N", "C", "H", "C", "C", "C", "C", "C", "N", "C", "O", "N", "C", "C", "C", "C", "N", "C", "C", "C", "H", "H", "H", "H", "H", "H", "H", "H", "H", "H", "H", "H", "H"],
  "xyz": [[1.218, 0.410, 0.726], [2.352, 4.750, 2.428], [2.543, 3.579, 1.512], [1.633, 3.344, 0.464], [1.843, 2.365, -0.514], [1.097, 2.443, -1.822], [2.972, 1.505, -0.349], [3.815, 1.628, 0.767], [5.056, 0.794, 0.896], [3.602, 2.708, 1.654], [1.295, 4.962, 2.592], [2.794, 5.645, 1.984], [2.840, 4.594, 3.389], [0.776, 4.001, 0.356], [1.252, 1.555, -2.431], [1.464, 3.298, -2.392], [0.029, 2.588, -1.656], [3.264, 0.860, -1.168], [4.996, -0.131, 0.324], [5.276, 0.560, 1.937], [5.905, 1.363, 0.511], [4.310, 2.852, 2.463], [-2.513, -0.937, 0.559], [-1.373, -0.725, 0.869], [-0.757, 0.424, 0.613], [-0.488, -1.733, 1.539], [-0.977, -2.940, 2.024], [-0.091, -3.805, 2.615], [1.270, -3.462, 2.718], [2.220, -4.322, 3.323], [3.529, -3.955, 3.412], [3.949, -2.706, 2.903], [3.063, -1.848, 2.312], [1.706, -2.212, 2.205], [0.791, -1.381, 1.617], [-2.032, -3.151, 1.922], [-0.428, -4.757, 3.009], [1.882, -5.273, 3.715], [4.251, -4.613, 3.875], [4.991, -2.425, 2.989], [3.392, -0.887, 1.941], [0.977, 1.700, 3.541], [1.122, 1.223, 2.506], [0.820, 2.110, 4.445], [-7.750, 1.969, -1.231], [-6.459, 1.368, -1.626], [-6.168, 0.008, -1.348], [-4.991, -0.561, -1.722], [-4.027, 0.229, -2.418], [-2.853, -0.282, -2.877], [-2.634, -1.653, -3.169], [-3.520, -2.451, -3.223], [-1.323, -1.968, -3.530], [-0.131, -1.745, -2.830], [0.978, -2.527, -3.167], [2.140, -2.408, -2.437], [2.185, -1.515, -1.381], [1.146, -0.730, -1.081], [0.010, -0.827, -1.799], [-4.278, 1.615, -2.645], [-5.463, 2.159, -2.271], [-8.527, 1.220, -1.094], [-8.077, 2.723, -1.947], [-7.619, 2.486, -0.271], [-6.909, -0.587, -0.831], [-4.783, -1.595, -1.502], [-2.224, 0.366, -3.334], [-1.331, -2.845, -4.037], [0.915, -3.238, -3.982], [3.004, -3.015, -2.667], [3.063, -1.431, -0.755], [-0.795, -0.173, -1.503], [-3.538, 2.211, -3.165], [-5.676, 3.200, -2.480]]
}

---

Entry 2:
{
  "formula": "C30H53N4O6PS2Si2TaTe",
  "method": "ωB97M-V/def2-TZVPD",
  "relative_energy_ev": 0.205,
  "spin_multiplicity": 1,
  "homo_energy_ev": -16.7568,
  "orbital_gap_ev": 7.1,
  "lumo_energy_ev": -9.699,
  "charge": 3,
  "symbols": ["Ta", "C", "C", "N", "C", "C", "S", "C", "C", "S", "C", "N", "C", "H", "H", "H", "H", "H", "H", "H", "H", "O", "N", "N", "O", "C", "C", "C", "C", "C", "C", "H", "H", "H", "H", "H", "C", "Si", "C", "C", "C", "Te", "C", "Si", "C", "C", "C", "H", "H", "H", "H", "H", "H", "H", "H", "H", "H", "H", "H", "H", "H", "H", "H", "H", "H", "H", "H", "H", "H", "C", "C", "C", "C", "O", "P", "O", "O", "O", "C", "C", "C", "C", "H", "H", "H", "H", "H", "H", "H", "H", "H", "H", "H", "H", "H", "H", "H", "H", "H", "H"],
  "xyz": [[0.294, 0.253, 0.130], [1.437, -3.069, -1.081], [0.990, -2.929, 0.331], [0.478, -1.828, 0.862], [0.175, -1.987, 2.213], [0.462, -3.221, 2.687], [1.113, -4.195, 1.444], [-0.367, -0.822, 2.915], [-0.785, -0.715, 4.197], [-1.265, 0.885, 4.531], [-0.912, 1.367, 2.951], [-0.462, 0.371, 2.199], [-1.061, 2.782, 2.512], [0.875, -2.405, -1.737], [1.310, -4.094, -1.424], [2.495, -2.811, -1.161], [0.327, -3.602, 3.687], [-0.824, -1.483, 4.954], [-1.424, 3.402, 3.328], [-1.767, 2.862, 1.686], [-0.099, 3.179, 2.184], [0.022, 2.144, -0.382], [0.050, 2.515, -1.666], [-0.099, 1.518, -2.411], [-0.278, 0.334, -1.880], [-0.114, 1.654, -3.842], [0.075, 0.510, -4.605], [0.073, 0.640, -5.983], [-0.116, 1.887, -6.564], [-0.306, 3.019, -5.775], [-0.309, 2.914, -4.398], [0.233, -0.449, -4.134], [0.223, -0.232, -6.604], [-0.118, 1.980, -7.642], [-0.459, 3.984, -6.237], [-0.468, 3.779, -3.771], [-5.163, 1.784, 1.607], [-5.097, 1.670, -0.251], [-6.100, 0.245, -0.891], [-5.523, 3.271, -1.071], [-3.254, 1.320, -0.674], [-2.576, -0.568, 0.081], [-2.877, -1.686, -1.707], [-3.429, -3.491, -1.373], [-2.087, -4.247, -0.310], [-3.548, -4.326, -3.017], [-5.039, -3.476, -0.454], [-6.186, 1.968, 1.939], [-4.557, 2.617, 1.973], [-4.831, 0.862, 2.094], [-7.157, 0.418, -0.678], [-5.831, -0.701, -0.416], [-6.004, 0.138, -1.974], [-6.555, 3.541, -0.836], [-5.444, 3.204, -2.157], [-4.887, 4.090, -0.730], [-2.627, 2.094, -0.231], [-3.057, 1.285, -1.747], [-1.967, -1.616, -2.303], [-3.664, -1.130, -2.222], [-1.147, -4.307, -0.863], [-2.361, -5.266, -0.031], [-1.925, -3.692, 0.620], [-2.598, -4.315, -3.555], [-4.302, -3.854, -3.649], [-3.842, -5.370, -2.887], [-4.986, -2.926, 0.488], [-5.321, -4.503, -0.212], [-5.845, -3.056, -1.058], [4.372, 3.140, 1.405], [4.366, 2.648, -0.024], [5.713, 2.777, -0.697], [3.238, 3.234, -0.844], [4.147, 1.131, 0.036], [3.015, 0.177, 0.332], [1.918, 0.676, 1.335], [2.002, -0.075, -0.858], [3.581, -1.186, 0.731], [4.949, -1.594, 1.313], [5.958, -1.520, 0.190], [4.699, -3.014, 1.770], [5.259, -0.673, 2.472], [4.535, 4.217, 1.402], [5.178, 2.683, 1.979], [3.420, 2.938, 1.898], [5.970, 3.833, -0.773], [5.691, 2.354, -1.701], [6.488, 2.281, -0.115], [3.451, 4.287, -1.024], [2.294, 3.179, -0.301], [3.152, 2.737, -1.811], [5.653, -2.145, -0.649], [6.913, -1.896, 0.559], [6.109, -0.500, -0.155], [4.422, -3.653, 0.932], [3.920, -3.046, 2.532], [5.615, -3.412, 2.206], [5.433, 0.350, 2.142], [6.170, -1.023, 2.957], [4.457, -0.689, 3.210]]
}

---

Entry 3:
{
  "formula": "C20H68N2O14",
  "method": "ωB97M-V/def2-TZVPD",
  "s_squared": 0.7542,
  "spin_multiplicity": 2,
  "homo_energy_ev": [-11.1196, -11.1196],
  "orbital_gap_ev": [9.0, 3.3],
  "lumo_energy_ev": [-2.133, -7.866],
  "charge": 1,
  "symbols": ["C", "O", "H", "H", "H", "H", "C", "O", "H", "H", "H", "H", "C", "O", "H", "H", "H", "H", "C", "O", "H", "H", "H", "H", "C", "O", "H", "H", "H", "H", "C", "O", "H", "H", "H", "H", "C", "O", "H", "H", "H", "H", "C", "O", "H", "H", "H", "H", "C", "O", "H", "H", "H", "H", "C", "O", "H", "H", "H", "H", "C", "C", "C", "O", "C", "N", "H", "H", "H", "H", "H", "H", "H", "H", "H", "H", "H", "C", "C", "C", "O", "C", "N", "H", "H", "H", "H", "H", "H", "H", "H", "H", "H", "H", "C", "C", "O", "O", "H", "H", "H", "H", "H", "H"],
  "xyz": [[0.399, 3.408, 2.752], [-0.218, 3.226, 1.494], [-0.350, 3.725, 3.478], [0.885, 2.493, 3.088], [1.195, 4.151, 2.702], [-1.167, 3.183, 1.630], [3.069, 3.932, -0.081], [4.034, 3.467, 0.837], [2.353, 3.137, -0.287], [2.551, 4.745, 0.428], [3.573, 4.266, -0.988], [4.391, 4.236, 1.286], [2.408, -3.113, 1.160], [1.584, -2.046, 1.617], [1.977, -3.992, 1.641], [2.452, -3.234, 0.078], [3.353, -2.874, 1.648], [0.839, -1.929, 1.023], [3.587, -1.107, -2.705], [3.485, 0.026, -1.851], [2.923, -1.036, -3.567], [4.619, -1.196, -3.047], [3.289, -1.990, -2.139], [2.599, 0.384, -1.945], [-4.016, -2.057, 0.250], [-4.632, -2.294, 1.532], [-2.942, -1.905, 0.363], [-4.094, -2.877, -0.464], [-4.411, -1.134, -0.175], [-5.548, -2.551, 1.403], [-3.327, -0.183, -3.466], [-4.066, -1.020, -2.618], [-2.328, -0.014, -3.063], [-3.204, -0.601, -4.465], [-3.862, 0.762, -3.565], [-4.737, -1.447, -3.155], [-1.231, -4.748, -0.741], [-1.165, -6.114, -1.194], [-0.236, -4.324, -0.607], [-1.779, -4.165, -1.481], [-1.794, -4.797, 0.191], [-1.778, -6.603, -0.640], [-1.707, 3.244, -1.838], [-0.806, 2.748, -2.754], [-1.298, 3.067, -0.844], [-1.924, 4.275, -2.117], [-2.641, 2.682, -1.820], [-0.870, 3.223, -3.586], [-0.411, -2.122, -3.693], [0.102, -3.107, -4.568], [0.303, -1.872, -2.908], [-0.608, -1.169, -4.185], [-1.292, -2.505, -3.179], [0.949, -2.799, -4.898], [-1.702, -2.070, 3.220], [-2.767, -2.832, 3.637], [-1.426, -1.339, 3.980], [-0.803, -2.666, 3.060], [-2.037, -1.536, 2.332], [-3.458, -2.755, 2.975], [-3.323, 1.398, 1.629], [-3.759, 2.783, 1.295], [-5.250, 3.008, 1.267], [-6.080, 2.177, 0.462], [-5.858, 2.180, -1.007], [-3.136, 3.654, 2.239], [-2.250, 1.212, 1.674], [-3.639, 0.754, 0.809], [-3.663, 1.005, 2.587], [-3.434, 3.067, 0.294], [-5.519, 4.027, 0.988], [-5.643, 3.025, 2.283], [-4.888, 1.815, -1.347], [-5.810, 3.195, -1.401], [-6.593, 1.523, -1.471], [-3.506, 3.264, 3.094], [-3.537, 4.572, 2.110], [4.696, 0.253, 2.270], [5.643, 0.071, 1.082], [5.627, -1.342, 0.599], [6.069, -2.377, 1.490], [7.420, -2.243, 1.876], [5.403, 1.005, 0.006], [3.648, 0.055, 2.042], [4.728, 1.321, 2.487], [5.062, -0.254, 3.163], [6.648, 0.382, 1.365], [6.183, -1.552, -0.314], [4.618, -1.588, 0.268], [8.120, -2.188, 1.042], [7.574, -3.174, 2.421], [7.569, -1.407, 2.559], [5.001, 1.787, 0.503], [4.570, 0.655, -0.446], [0.750, 0.470, -0.663], [-0.488, -0.326, -0.095], [-0.373, -1.673, -0.388], [0.690, 0.414, -2.137], [1.656, 0.107, -0.178], [0.666, 1.529, -0.420], [-1.452, 0.016, -0.472], [-0.459, -0.357, 0.994], [-0.120, -1.664, -1.314], [0.153, 1.160, -2.415]]
}

---

Entry 4:
{
  "formula": "CHO2Pt",
  "method": "ωB97M-V/def2-TZVPD",
  "relative_energy_ev": 0.000,
  "s_squared": 2.0059,
  "spin_multiplicity": 3,
  "homo_energy_ev": [-15.8356, -16.1791],
  "orbital_gap_ev": [8.7, 7.3],
  "lumo_energy_ev": [-7.093, -8.884],
  "charge": 1,
  "symbols": ["O", "C", "O", "Pt", "H"],
  "xyz": [[0.077, 0.769, -0.173], [0.244, -0.867, -0.767], [-0.351, -1.365, 0.170], [-0.768, 0.144, 1.256], [0.798, 1.320, -0.486]]
}

---

Entry 5:
{
  "formula": "C5H11N2O",
  "method": "ωB97M-V/def2-TZVPD",
  "relative_energy_ev": 1.830,
  "s_squared": 0.7539,
  "spin_multiplicity": 2,
  "homo_energy_ev": [-4.4156, -7.8055],
  "orbital_gap_ev": [4.9, 8.2],
  "lumo_energy_ev": [0.442, 0.398],
  "symbols": ["O", "C", "C", "C", "C", "C", "N", "N", "H", "H", "H", "H", "H", "H", "H", "H", "H", "H", "H"],
  "xyz": [[-0.881, 2.204, -1.425], [0.021, 1.320, -1.089], [-0.456, -0.094, -1.035], [-0.832, -0.683, 0.356], [0.242, -0.404, 1.381], [1.346, -1.152, 1.439], [2.347, -1.031, 2.380], [-1.735, -0.008, -1.832], [1.044, 1.538, -0.786], [0.179, -0.822, -1.553], [-1.057, -1.750, 0.269], [-1.732, -0.155, 0.688], [0.050, 0.269, 2.205], [1.581, -1.733, 0.551], [2.112, -0.559, 3.237], [3.000, -1.784, 2.497], [-2.220, 0.833, -1.485], [-2.245, -0.885, -1.751], [-1.486, 0.221, -2.792]]
}

---

Entry 6:
{
  "formula": "C3H10N2",
  "method": "ωB97M-V/def2-TZVPD",
  "relative_energy_ev": 1.723,
  "spin_multiplicity": 1,
  "smiles": "C=C.NCN",
  "homo_energy_ev": -9.0420,
  "orbital_gap_ev": 10.1,
  "lumo_energy_ev": 1.031,
  "symbols": ["C", "C", "H", "H", "H", "H", "N", "C", "N", "H", "H", "H", "H", "H", "H"],
  "xyz": [[-1.765, 0.894, -1.023], [-2.226, -0.359, -1.109], [-1.057, 1.240, -1.786], [-2.310, 1.637, -0.446], [-1.566, -1.154, -1.424], [-3.108, -0.686, -0.567], [0.474, 0.648, 1.322], [1.209, -0.007, 0.235], [2.102, -1.013, 0.795], [1.152, 0.892, 2.035], [-0.167, 0.058, 1.846], [1.722, 0.894, -0.186], [0.540, -0.387, -0.545], [1.947, -1.894, 0.312], [3.053, -0.762, 0.539]]
}

---

Per-record DFT total energy, hartree: -1879.6834; -3886.5512; -1965.0761; -307.9379; -381.7305; -229.7459